No. 1
A 11-piece molecular cluster, C44H74BrIN2O11S overall in a non-equilibrium geometry. Source: the Open Molecules 2025 dataset; level of theory: ωB97M-V/def2-TZVPD.

Results
Frontier orbital gap   7.9070 eV
E_tot   -5927.83565 Eh
Strongest force on any atom   2.1 eV/A
Multiplicity   1
Total charge   0
SMILES   C[C@H](I)Cc1c(S)cc(Br)c2nc(C[C@@H]3CO3)cnc12.CC(C)=O.CC(C)=O.CC(C)=O.CC(C)=O.CC(C)=O.CC(C)=O.CC(C)=O.CC(C)=O.CC(C)=O.CC(C)=O
Highest occupied orbital energy   -0.304 Ha

XYZ file:
```
134
C44H74BrIN2O11S, DFT ωB97M-V/def2-TZVPD
C -7.135 -4.383 -3.866
C -6.225 -3.304 -4.460
I -6.659 -3.002 -6.528
C -4.754 -3.672 -4.221
C -4.299 -3.204 -2.858
C -4.054 -4.080 -1.822
S -4.285 -5.827 -1.993
C -3.614 -3.628 -0.549
C -3.422 -2.293 -0.364
Br -2.812 -1.675 1.325
C -3.673 -1.349 -1.388
N -3.479 -0.030 -1.143
C -3.725 0.783 -2.130
C -3.476 2.254 -1.925
C -3.364 2.572 -0.469
C -4.727 3.085 0.243
O -3.414 3.862 -0.217
C -4.178 0.311 -3.378
N -4.382 -0.944 -3.662
C -4.114 -1.803 -2.639
H -7.068 -4.347 -2.781
H -6.850 -5.362 -4.235
H -8.159 -4.167 -4.156
H -6.428 -2.393 -3.913
H -4.109 -3.206 -4.960
H -4.584 -4.741 -4.296
H -3.524 -6.212 -0.959
H -3.410 -4.330 0.238
H -2.489 2.524 -2.303
H -4.249 2.897 -2.328
H -2.751 1.922 0.126
H -5.286 2.722 -0.666
H -5.302 4.013 0.256
H -4.354 1.034 -4.165
C -1.051 4.831 1.576
C 0.420 5.109 1.402
O 1.208 4.218 1.168
C 0.864 6.542 1.534
H -1.234 3.766 1.460
H -1.375 5.142 2.570
H -1.623 5.370 0.822
H 0.622 6.913 2.530
H 0.369 7.161 0.783
H 1.941 6.601 1.386
C 3.403 0.026 3.758
C 2.698 1.333 4.045
O 2.923 1.959 5.055
C 1.708 1.812 3.014
H 4.085 -0.204 4.573
H 2.675 -0.781 3.665
H 3.970 0.105 2.829
H 0.911 1.077 2.894
H 2.205 1.967 2.057
H 1.276 2.754 3.337
C -8.175 -1.854 -11.664
C -8.581 -1.827 -10.213
O -7.915 -2.366 -9.359
C -9.858 -1.097 -9.868
H -7.249 -2.410 -11.768
H -8.946 -2.344 -12.260
H -8.025 -0.836 -12.029
H -10.700 -1.553 -10.389
H -9.779 -0.049 -10.159
H -10.030 -1.156 -8.795
C 1.944 7.279 5.730
C 1.240 8.420 5.036
O 0.293 8.228 4.308
C 1.771 9.809 5.292
H 1.467 6.339 5.463
H 2.991 7.245 5.424
H 1.890 7.410 6.812
H 2.810 9.878 4.968
H 1.707 10.044 6.355
H 1.178 10.532 4.736
C 0.164 -6.550 2.108
C -0.578 -5.464 1.375
O -1.460 -5.720 0.583
C -0.157 -4.050 1.684
H -0.214 -7.526 1.809
H 1.226 -6.488 1.868
H 0.030 -6.431 3.183
H 0.899 -3.923 1.437
H -0.303 -3.848 2.746
H -0.749 -3.339 1.109
C 4.512 -6.324 4.136
C 4.245 -5.470 2.919
O 3.225 -4.824 2.817
C 5.307 -5.459 1.853
H 3.675 -6.244 4.826
H 4.630 -7.368 3.840
H 5.421 -5.988 4.636
H 5.459 -6.468 1.466
H 6.243 -5.080 2.261
H 4.992 -4.809 1.039
C 0.670 11.641 9.494
C 2.140 11.852 9.219
O 2.519 12.475 8.256
C 3.113 11.249 10.204
H 0.083 12.122 8.715
H 0.441 10.574 9.505
H 0.404 12.074 10.459
H 2.984 10.166 10.243
H 2.947 11.667 11.198
H 4.130 11.474 9.891
C 9.064 -4.091 -0.434
C 8.958 -3.992 1.068
O 8.063 -4.539 1.674
C 10.010 -3.183 1.780
H 8.247 -4.699 -0.817
H 9.006 -3.097 -0.878
H 10.012 -4.554 -0.711
H 9.989 -2.150 1.428
H 10.998 -3.606 1.597
H 9.815 -3.193 2.850
C 8.253 -0.861 4.974
C 9.689 -0.393 4.945
O 10.605 -1.170 4.802
C 9.928 1.089 5.103
H 8.221 -1.941 4.850
H 7.794 -0.598 5.927
H 7.691 -0.393 4.164
H 9.536 1.430 6.062
H 9.433 1.635 4.299
H 10.996 1.290 5.064
C -5.543 -6.191 -11.333
C -5.711 -5.283 -12.526
O -6.701 -4.606 -12.670
C -4.584 -5.259 -13.532
H -6.419 -6.111 -10.693
H -5.434 -7.225 -11.662
H -4.660 -5.899 -10.763
H -4.436 -6.255 -13.951
H -3.662 -4.930 -13.051
H -4.831 -4.569 -14.335
```

Atomic partial charges in e from the Mulliken method, atoms 1 to 2:
1 C -1.39
2 C 0.18

=====

No. 2
C44H75ClCrF6N9O4 as an isolated structure in a non-equilibrium geometry. Source: the Open Molecules 2025 dataset; level of theory: ωB97M-V/def2-TZVPD.

Results
⟨S²⟩   3.77
Frontier orbital gap (alpha / beta)   9.1325 / 10.4846 eV
E_tot   -4619.20560 Eh
Strongest force on any atom   3.4 eV/A
Multiplicity   4
Total charge   0
Highest occupied orbital energy (alpha / beta)   -0.361 / -0.378 Ha

XYZ file:
```
140
C44H75ClCrF6N9O4, DFT ωB97M-V/def2-TZVPD
Cr -1.183 -0.065 -1.192
C -2.362 -2.463 -2.277
O -3.635 -2.495 -1.694
O -1.526 -1.948 -1.359
C -1.814 -3.890 -2.578
F -2.664 -4.695 -3.265
F -0.664 -3.837 -3.340
F -1.522 -4.517 -1.425
C -4.975 -2.829 -2.234
C -5.865 -2.832 -1.004
H -5.349 -3.257 -0.161
H -6.202 -1.840 -0.685
H -6.716 -3.485 -1.222
H -4.982 -3.807 -2.678
H -5.244 -2.043 -3.022
H -2.389 -1.899 -3.259
C -2.081 2.080 -2.257
O -2.545 0.748 -2.518
O -1.068 1.909 -1.370
C -1.693 2.858 -3.562
F -1.056 3.997 -3.268
F -0.928 2.284 -4.518
F -2.842 3.282 -4.133
C -3.721 0.376 -3.317
C -5.017 0.661 -2.495
H -5.764 -0.015 -2.881
H -4.850 0.490 -1.442
H -5.268 1.708 -2.667
H -3.565 -0.667 -3.525
H -3.641 0.943 -4.271
H -2.899 2.707 -1.754
Cl 0.441 -0.322 0.328
C -4.788 2.876 2.479
C -4.160 1.738 3.344
C -4.223 0.493 2.435
C -3.364 0.450 1.242
N -2.656 0.320 0.359
H -4.926 3.786 3.054
H -5.783 2.565 2.139
H -4.246 3.112 1.564
H -4.702 1.582 4.250
H -3.116 2.055 3.504
H -5.260 0.333 2.081
H -3.924 -0.406 2.938
C -0.039 1.031 3.625
C 0.775 1.931 4.541
C 0.777 3.435 4.141
C -0.607 3.970 4.163
N -1.726 4.275 4.083
H -1.027 1.462 3.509
H -0.050 0.070 4.122
H 0.407 0.902 2.655
H 1.818 1.640 4.669
H 0.384 1.971 5.550
H 1.108 3.542 3.114
H 1.469 4.048 4.752
C 3.264 -5.506 -0.633
C 1.912 -4.818 -0.562
C 2.028 -3.327 -0.897
C 2.585 -2.967 -2.232
N 2.993 -2.565 -3.228
H 3.288 -6.517 -0.230
H 3.980 -4.927 -0.045
H 3.480 -5.478 -1.704
H 1.515 -4.829 0.427
H 1.198 -5.225 -1.302
H 2.615 -2.749 -0.142
H 1.054 -2.806 -0.908
C 3.541 -1.486 4.177
C 3.038 -1.722 5.611
C 3.897 -2.795 6.266
C 5.129 -2.217 6.860
N 6.010 -1.696 7.437
H 4.441 -0.899 4.105
H 2.798 -1.011 3.522
H 3.712 -2.436 3.669
H 1.994 -1.950 5.672
H 3.173 -0.795 6.180
H 4.126 -3.641 5.648
H 3.334 -3.169 7.145
C 3.419 2.608 -2.877
C 2.089 2.405 -2.141
C 1.921 3.236 -0.862
C 2.686 2.693 0.265
N 3.296 2.203 1.128
H 4.276 2.338 -2.277
H 3.475 3.670 -3.096
H 3.331 2.060 -3.824
H 1.970 1.329 -1.903
H 1.276 2.731 -2.751
H 0.901 3.206 -0.498
H 2.231 4.261 -0.973
C 2.584 0.777 -7.307
C 1.505 0.755 -6.218
C 1.684 -0.414 -5.202
C 0.626 -0.358 -4.127
N -0.108 -0.394 -3.244
H 2.484 1.731 -7.852
H 2.536 -0.059 -8.032
H 3.623 0.763 -6.976
H 0.477 0.710 -6.658
H 1.511 1.738 -5.692
H 2.683 -0.335 -4.732
H 1.662 -1.387 -5.674
C 0.269 -3.603 2.782
C -0.664 -3.441 1.577
C -2.116 -3.979 1.834
C -2.821 -3.008 2.691
N -3.154 -2.239 3.495
H 0.583 -4.637 2.885
H -0.245 -3.191 3.685
H 1.188 -3.044 2.657
H -0.346 -3.820 0.630
H -0.789 -2.364 1.367
H -2.188 -4.922 2.380
H -2.640 -4.054 0.869
C -1.359 4.309 0.775
C -1.602 5.751 0.248
C -2.628 6.525 1.115
C -3.985 6.057 0.874
N -5.094 5.715 0.725
H -1.721 3.555 0.112
H -1.766 4.248 1.762
H -0.288 4.144 0.804
H -1.966 5.666 -0.766
H -0.686 6.321 0.230
H -2.640 7.608 1.030
H -2.370 6.279 2.163
C 5.884 -0.354 -1.412
C 4.654 -0.828 -0.643
C 4.810 -0.604 0.868
C 5.750 -1.584 1.398
N 6.369 -2.463 1.782
H 6.841 -0.749 -1.030
H 5.958 0.745 -1.542
H 5.747 -0.693 -2.426
H 4.418 -1.863 -0.889
H 3.827 -0.210 -0.957
H 3.848 -0.737 1.353
H 5.120 0.413 0.992
```

Atomic partial charges in e from the Mulliken method, atoms 1 to 2:
1 Cr -0.09
2 C -0.22

=====

No. 3
A 7-piece molecular cluster, C44H78O10 overall in a non-equilibrium geometry. Source: the Open Molecules 2025 dataset; level of theory: ωB97M-V/def2-TZVPD.

Results
Frontier orbital gap   8.9118 eV
E_tot   -2475.64912 Eh
Strongest force on any atom   2.3 eV/A
Multiplicity   1
Total charge   0
SMILES   CCOC(=O)CCCc1ccc2c(c1)C(=O)c1ccccc1C2=O.CCOCC.CCOCC.CCOCC.CCOCC.CCOCC.CCOCC
Highest occupied orbital energy   -0.345 Ha

XYZ file:
```
132
C44H78O10, DFT ωB97M-V/def2-TZVPD
C -0.690 5.827 -0.041
C -0.409 4.805 1.059
O 0.837 4.146 0.846
C 1.284 3.476 1.965
O 1.525 4.066 2.997
C 1.488 1.975 1.821
C 1.259 1.206 3.132
C 0.069 0.199 3.066
C -1.141 1.017 2.600
C -1.688 1.953 3.448
C -2.754 2.706 3.008
C -3.229 2.503 1.742
C -2.675 1.560 0.896
C -1.618 0.796 1.322
C -3.265 1.462 -0.489
O -3.464 0.405 -1.058
C -3.598 2.804 -1.097
C -3.350 3.121 -2.412
C -3.683 4.379 -2.843
C -4.278 5.295 -2.012
C -4.528 4.983 -0.694
C -4.161 3.735 -0.256
C -4.364 3.331 1.188
O -5.359 3.617 1.823
H -1.769 6.003 -0.077
H -0.347 5.484 -1.020
H -0.224 6.795 0.168
H -0.474 5.314 2.024
H -1.218 4.067 1.016
H 2.524 1.852 1.480
H 0.856 1.661 0.986
H 2.197 0.704 3.386
H 1.017 1.872 3.965
H -0.146 -0.246 4.040
H 0.312 -0.562 2.319
H -1.274 2.115 4.437
H -3.202 3.476 3.629
H -1.175 0.050 0.673
H -2.885 2.384 -3.057
H -3.485 4.692 -3.863
H -4.546 6.276 -2.388
H -4.988 5.654 0.022
C 3.072 -3.324 3.450
C 3.542 -2.865 2.082
O 4.425 -1.757 2.129
C 5.644 -1.957 2.823
C 6.509 -3.053 2.225
H 2.646 -2.488 4.008
H 2.318 -4.105 3.352
H 3.894 -3.728 4.044
H 2.677 -2.536 1.504
H 3.993 -3.692 1.523
H 5.455 -2.145 3.886
H 6.183 -1.010 2.766
H 6.042 -4.035 2.324
H 7.476 -3.094 2.728
H 6.670 -2.874 1.161
C 5.894 0.983 -0.551
C 6.394 -0.398 -0.935
O 6.815 -0.500 -2.283
C 7.893 0.331 -2.673
C 9.176 0.067 -1.904
H 5.114 1.314 -1.239
H 5.490 0.970 0.463
H 6.694 1.726 -0.582
H 5.575 -1.110 -0.818
H 7.193 -0.729 -0.262
H 7.606 1.386 -2.602
H 8.062 0.124 -3.730
H 9.076 0.329 -0.849
H 9.993 0.659 -2.316
H 9.444 -0.989 -1.955
C 3.976 -2.745 -2.767
C 5.327 -3.436 -2.827
O 5.296 -4.788 -2.397
C 4.468 -5.660 -3.144
C 4.867 -5.781 -4.605
H 3.541 -2.839 -1.769
H 4.085 -1.686 -3.008
H 3.268 -3.177 -3.476
H 6.014 -2.923 -2.156
H 5.760 -3.364 -3.830
H 3.418 -5.362 -3.051
H 4.558 -6.637 -2.668
H 4.725 -4.841 -5.141
H 4.263 -6.542 -5.101
H 5.920 -6.053 -4.694
C -5.541 -1.958 -1.993
C -6.632 -1.036 -2.507
O -7.936 -1.583 -2.412
C -8.382 -1.897 -1.106
C -8.448 -0.698 -0.176
H -5.601 -2.935 -2.478
H -4.560 -1.527 -2.186
H -5.627 -2.122 -0.918
H -6.466 -0.844 -3.568
H -6.588 -0.064 -2.004
H -7.764 -2.692 -0.673
H -9.384 -2.313 -1.225
H -7.457 -0.291 0.030
H -8.896 -0.982 0.778
H -9.044 0.101 -0.622
C -2.930 6.104 7.229
C -2.393 4.726 6.882
O -1.878 4.629 5.566
C -0.780 5.477 5.260
C 0.448 5.225 6.114
H -3.662 6.428 6.488
H -3.405 6.089 8.211
H -2.136 6.851 7.256
H -3.208 4.003 6.937
H -1.641 4.405 7.611
H -1.084 6.528 5.313
H -0.530 5.277 4.219
H 0.271 5.480 7.162
H 1.285 5.827 5.762
H 0.729 4.172 6.074
C -1.833 -5.908 -5.644
C -3.158 -6.626 -5.841
O -4.018 -6.555 -4.720
C -4.424 -5.256 -4.328
C -5.204 -4.510 -5.397
H -1.339 -6.259 -4.736
H -1.175 -6.086 -6.495
H -1.968 -4.830 -5.548
H -2.966 -7.688 -6.002
H -3.669 -6.261 -6.739
H -3.558 -4.671 -3.995
H -5.062 -5.390 -3.454
H -4.584 -4.288 -6.267
H -5.578 -3.564 -5.004
H -6.050 -5.108 -5.742
```

Atomic partial charges in e from the Mulliken method, atoms 1 to 2:
1 C -1.41
2 C 1.12